# 1
C19H29OPb as an isolated structure in a non-equilibrium geometry, computed with wB97M-V/def2-TZVPD.

```
50
Properties=species:S:1:pos:R:3:forces:R:3
Pb -0.6466 0.3298 0.0968 2.00 -1.20 -0.16
O -1.4249 -0.1456 -1.8171 -0.96 0.63 -0.22
C -1.1820 -2.3192 0.4548 0.45 -0.10 0.53
C 2.3113 0.5092 -0.9997 -0.05 0.69 -0.92
C -0.7056 -1.9304 1.7708 0.18 -0.65 -0.37
C 1.7361 1.9093 0.7284 0.13 0.73 -0.59
C -0.3304 -1.0467 -4.6687 0.59 -0.74 -0.04
C -1.9946 0.9959 -2.4200 0.27 -1.21 -0.38
C -0.1584 1.4452 -5.1225 0.61 0.41 -0.21
C 1.4689 1.5121 -1.5520 0.24 0.14 0.86
C -1.5633 2.9444 3.6715 -0.10 0.22 0.21
C 1.1275 -2.3018 0.4255 -0.75 -0.32 -0.18
C -2.5752 3.0804 1.3271 0.00 0.05 0.09
C 0.7225 -1.8976 1.7176 -0.76 -0.48 0.24
C 2.4909 0.7760 0.3696 0.22 0.28 0.63
C -0.0268 -2.5627 -0.3627 -0.03 -0.02 0.89
C -0.8319 0.3087 -4.5101 -0.66 0.22 0.12
C 1.0612 2.3773 -0.4666 0.54 -0.18 -0.04
C -1.1862 1.1274 2.1415 -1.00 0.74 0.98
C -2.1433 0.5341 -3.9044 -1.18 0.45 0.90
C -1.3923 2.6389 2.1869 0.38 -0.37 0.02
H -2.7484 1.2965 -4.4297 0.12 -0.23 -0.19
H -1.7632 3.9905 3.9130 -0.05 0.13 -0.13
H -0.4108 0.7940 2.8526 -0.31 -0.11 -0.63
H -1.3308 1.8836 -2.3203 -0.24 -0.16 -0.26
H -2.9701 1.2378 -1.9499 0.07 0.10 -0.38
H -2.8122 4.1422 1.4553 0.08 -0.09 0.04
H -2.1378 0.5876 2.2891 0.32 0.15 0.29
H 0.9056 1.2109 -5.2199 0.05 0.33 -0.11
H -0.7814 -1.5569 -5.5368 -0.03 -0.09 0.01
H -2.2341 -2.4991 0.1745 0.73 0.16 0.16
H -2.3894 2.9254 0.2567 0.06 -0.06 0.12
H -0.5531 1.6588 -6.1310 0.06 0.13 -0.01
H -0.6633 2.6461 4.2176 -0.08 0.04 -0.05
H -2.7003 -0.4259 -3.8529 0.06 0.62 -0.04
H 1.7672 2.4501 1.6941 -0.17 -0.59 -0.64
H 2.8189 -0.2648 -1.5845 -0.36 0.21 0.36
H 2.1521 -2.4604 0.1081 -0.13 0.25 -0.04
H 0.7454 -1.0042 -4.8506 0.09 -0.25 0.00
H 1.3873 -1.6933 2.5641 -0.30 0.05 -0.41
H -1.3324 -1.8397 2.6797 0.48 0.18 -0.75
H -0.4756 3.1231 1.8148 -0.24 -0.03 0.10
H -0.5115 -1.6652 -3.7790 -0.03 0.17 -0.16
H -0.0383 -2.9468 -1.3824 -0.01 0.34 0.25
H -3.4643 2.5041 1.5978 -0.06 0.02 -0.01
H 0.4757 3.3067 -0.5717 0.37 -0.55 0.10
H -2.3880 2.3354 4.0504 -0.05 0.11 0.13
H 1.2165 1.6513 -2.6068 -0.06 -0.23 0.46
H -0.2780 2.3543 -4.5156 0.08 -0.07 -0.19
H 3.1683 0.2331 1.0455 -0.55 0.17 -0.37
```
Positions in Å, forces in eV/Å.

Summary:
E_LUMO (spin up / spin down) = 2.92 / 2.71 eV
M = 480.64 g/mol
charge = -1
max |F| = 0.045 Eh/bohr
HOMO-LUMO gap (spin up / spin down) = 0.2232 / 0.2373 Ha
HOMO (spin up / spin down) = -0.1160 / -0.1376 hartree

Want to see where the charge sits? The Löwdin charges in e are:
1. Pb 1.55
2. O -0.43
3. C -0.27
4. C -0.20
5. C -0.28
6. C -0.25
7. C -0.08
8. C -0.37
9. C -0.10
10. C -0.22
11. C -0.10
12. C -0.21
13. C -0.09
14. C -0.22
15. C -0.21
16. C -0.21
17. C -0.38
18. C -0.28
19. C -0.31
20. C -0.18
21. C -0.53
22. H 0.11
23. H 0.07
24. H 0.07
25. H 0.09
26. H 0.10
27. H 0.07
28. H 0.05
29. H 0.07
30. H 0.08
31. H 0.08
32. H 0.06
33. H 0.08
34. H 0.08
35. H 0.12
36. H 0.09
37. H 0.09
38. H 0.08
39. H 0.07
40. H 0.08
41. H 0.09
42. H 0.10
43. H 0.08
44. H 0.08
45. H 0.08
46. H 0.08
47. H 0.08
48. H 0.07
49. H 0.08
50. H 0.09

---

# 2
A 2-piece molecular cluster, C19H30N2O4 overall in a non-equilibrium geometry, computed with wB97M-V/def2-TZVPD.

```
55
Properties=species:S:1:pos:R:3:forces:R:3
O 3.5216 1.1964 -1.3908 0.19 -0.54 -0.17
O -3.7773 1.1627 4.3491 -0.10 -0.29 0.20
O -2.5530 3.6477 -0.0479 0.40 0.15 0.16
O 4.4075 -0.3809 -0.0385 -0.55 0.93 -0.58
N -3.4643 1.6466 -0.0177 -0.41 -1.38 -0.08
N -2.3028 1.4937 2.7384 1.40 0.11 -1.61
C 1.8460 0.4067 2.0311 -0.46 0.44 0.02
C -0.9183 -4.6790 -1.3931 -0.02 0.03 -0.06
C 3.2301 -1.0514 -3.3224 -0.04 -0.09 -0.09
C 0.3738 2.2760 0.0817 -0.53 -0.25 0.19
C -1.6389 2.2326 1.6487 -0.20 -0.68 0.24
C -3.7900 3.3464 3.4232 0.29 -0.25 -0.06
C 0.1584 -3.7471 -1.8803 0.14 0.14 -0.12
C 2.1687 -1.9917 -2.8008 -0.31 -0.15 -0.12
C 0.2561 -2.4474 -1.3681 0.55 -0.04 -0.48
C 0.5986 1.2279 2.3805 -0.20 -0.34 -0.27
C -3.2835 1.9220 3.5316 -1.33 0.37 1.16
C -2.5812 2.5347 0.4598 0.20 1.17 0.15
C 2.0793 -3.2992 -3.2999 -0.43 0.10 0.49
C 1.0812 -4.1680 -2.8462 0.18 0.61 0.19
C 1.2470 -1.5742 -1.8295 -0.08 -0.60 -0.11
C 4.0882 -0.0070 -1.1520 1.14 -1.59 0.94
C -3.7091 0.2606 0.3872 0.02 0.38 0.23
C 4.4044 -0.9115 -2.3397 -0.61 0.70 -0.46
C -0.3562 1.4890 1.1880 0.45 0.34 0.20
H -4.3158 -0.2382 -0.3708 0.15 0.15 0.01
H 0.7131 3.2390 0.4647 0.02 0.05 -0.05
H -4.2540 0.2336 1.3339 0.08 -0.18 -0.05
H -4.2908 3.4887 2.4680 0.06 0.19 -0.14
H -1.3222 3.1994 2.0414 -0.13 0.15 -0.22
H 4.7014 -1.9008 -1.9791 -0.06 0.38 0.22
H -1.8064 -4.1158 -1.0905 0.11 -0.14 0.02
H -4.4982 3.5289 4.2300 0.10 -0.16 -0.08
H -4.0173 2.0039 -0.7823 0.12 0.10 0.09
H 2.5352 1.0062 1.4379 0.12 -0.25 -0.01
H 2.7841 -3.6458 -4.0498 -0.04 0.10 0.03
H -0.5576 -5.2516 -0.5333 -0.14 -0.02 -0.06
H 1.2910 -0.5649 -1.4326 0.03 0.00 -0.06
H 1.0260 -5.1745 -3.2499 -0.06 0.08 0.04
H 0.9123 2.1811 2.8089 -0.13 0.12 0.09
H -0.4461 -2.1089 -0.6131 -0.02 -0.04 -0.05
H 3.6136 -1.4351 -4.2732 -0.06 0.02 0.11
H 1.2252 1.7108 -0.2849 0.09 -0.06 0.04
H -2.7694 -0.2822 0.4918 -0.08 -0.07 0.01
H 2.7887 -0.0716 -3.5333 0.12 -0.07 0.06
H 0.0686 0.6708 3.1527 -0.09 0.17 0.15
H 2.3521 0.1116 2.9510 0.08 -0.03 -0.14
H 1.5632 -0.4911 1.4791 0.19 -0.04 -0.07
H 3.4700 1.6235 -0.5221 -0.01 0.08 -0.02
H -0.6491 0.5245 0.7713 -0.08 -0.24 -0.04
H -2.9576 4.0402 3.5140 0.00 0.21 -0.18
H -1.2093 -5.3787 -2.1827 0.03 0.04 0.18
H -2.0170 0.5419 2.9024 -0.10 -0.07 0.04
H 5.2579 -0.4787 -2.8674 0.02 0.11 0.07
H -0.2784 2.4481 -0.7744 0.01 0.14 0.03
```
Positions in Å, forces in eV/Å.

Summary:
E_LUMO = 0.53 eV
M = 350.46 g/mol
charge = 0
max |F| = 0.042 Eh/bohr
HOMO-LUMO gap = 0.3521 Ha
ΔE to the lowest compared entry with this formula, charge and spin = 64.61 kJ/mol
HOMO = -0.3325 hartree
structure (SMILES) = CC[C@H](C)[C@H](NC(C)=O)C(=O)NC.Cc1ccc(CCC(=O)O)cc1

Want to see where the charge sits? The natural (NBO) charges in e are:
1. O -0.68
2. O -0.63
3. O -0.63
4. O -0.60
5. N -0.61
6. N -0.62
7. C -0.59
8. C -0.63
9. C -0.44
10. C -0.62
11. C -0.12
12. C -0.72
13. C -0.03
14. C 0.06
15. C -0.20
16. C -0.40
17. C 0.68
18. C 0.66
19. C -0.24
20. C -0.20
21. C -0.24
22. C 0.79
23. C -0.41
24. C -0.50
25. C -0.21
26. H 0.21
27. H 0.21
28. H 0.21
29. H 0.23
30. H 0.23
31. H 0.24
32. H 0.21
33. H 0.25
34. H 0.41
35. H 0.19
36. H 0.21
37. H 0.22
38. H 0.21
39. H 0.21
40. H 0.20
41. H 0.20
42. H 0.22
43. H 0.21
44. H 0.19
45. H 0.23
46. H 0.20
47. H 0.22
48. H 0.21
49. H 0.50
50. H 0.19
51. H 0.22
52. H 0.22
53. H 0.40
54. H 0.24
55. H 0.23

---

# 3
An isolated ion of composition C19H30N3O and charge +1, computed with wB97M-V/def2-TZVPD.

```
53
Properties=species:S:1:pos:R:3:forces:R:3
O -1.8905 -1.1423 -1.2358 -0.06 -0.03 -0.39
N 2.7371 -1.1917 0.0571 -0.15 -0.05 -0.01
N -3.6727 -0.6258 0.0643 -0.05 -0.23 -0.09
N -0.0651 -0.8773 0.3896 -0.21 -0.17 -0.70
C 5.1800 0.1987 0.9461 0.01 -0.03 -0.03
C -1.3738 -0.6006 0.9990 -0.62 0.06 0.04
C -4.6074 -0.7884 -1.0426 -0.10 0.03 -0.70
C -4.9176 0.5375 -1.7352 -0.15 -0.13 0.23
C 2.0465 -0.0757 -0.5528 -0.09 0.05 0.23
C -4.2299 -0.1571 1.3167 0.00 0.42 0.51
C 6.0239 1.2729 1.1596 -0.02 0.00 0.09
C 6.6598 1.8796 0.0885 0.05 0.05 -0.06
C 5.5948 0.3378 -1.4096 -0.07 -0.11 0.05
C -5.3906 1.6382 -0.7854 0.27 0.08 -0.21
C 4.0361 -1.4484 -0.5527 0.09 -0.01 0.00
C 0.8387 0.2870 0.3035 0.59 0.58 -0.28
C 6.4456 1.4093 -1.1953 0.07 0.09 -0.02
C -4.1881 1.3727 1.4752 0.05 -0.03 -0.18
C 0.6551 -2.0360 0.9510 0.47 -0.72 0.10
C -4.2838 2.1343 0.1507 -0.21 -0.02 0.18
C 1.8709 -2.3490 0.0826 -0.06 0.12 0.16
C -2.3863 -0.8005 -0.1604 0.44 -0.06 0.38
C 4.9590 -0.2778 -0.3410 0.06 -0.02 -0.10
H -5.6895 0.3452 -2.4806 0.03 -0.03 -0.09
H 2.7288 0.7750 -0.5926 -0.14 0.03 -0.03
H 5.4321 -0.0270 -2.4138 -0.03 -0.04 -0.11
H 7.3233 2.7141 0.2552 0.06 0.08 0.01
H 3.9401 -1.6673 -1.6281 0.05 -0.03 0.04
H 1.1708 0.5503 1.3102 -0.12 -0.03 -0.03
H -4.4580 3.1833 0.3921 0.09 0.02 -0.02
H 1.7141 -0.3026 -1.5832 0.04 0.03 0.02
H -4.0259 0.8803 -2.2640 0.01 0.00 -0.06
H 2.4112 -3.1891 0.5217 -0.10 -0.02 -0.02
H -1.4205 0.4174 1.3845 0.08 -0.06 0.02
H -4.1593 -1.4786 -1.7598 -0.12 0.01 0.13
H 0.3010 1.1262 -0.1400 -0.11 -0.09 0.05
H -1.5810 -1.2992 1.8107 0.09 0.06 -0.03
H 0.9838 -1.7874 1.9628 -0.12 0.02 -0.05
H -5.0227 1.6587 2.1154 0.02 0.02 0.10
H -3.2746 1.6803 1.9881 -0.01 0.00 0.10
H 1.5339 -2.6474 -0.9279 0.03 -0.03 0.05
H -5.7283 2.4754 -1.3972 -0.09 -0.01 0.04
H -0.3942 -1.1273 -0.6159 0.16 0.15 0.59
H 4.4560 -2.3309 -0.0621 -0.05 -0.04 -0.09
H -5.2682 -0.4899 1.3361 0.13 -0.09 0.03
H 6.1925 1.6340 2.1629 0.02 0.03 0.09
H -6.2482 1.2959 -0.2048 -0.16 0.02 0.03
H -3.7204 -0.6346 2.1566 -0.10 -0.05 -0.02
H 4.6862 -0.2828 1.7770 -0.05 -0.04 0.12
H 6.9410 1.8760 -2.0329 0.05 0.05 -0.07
H -3.3282 2.0838 -0.3779 0.05 0.07 -0.02
H -0.0159 -2.8958 0.9809 -0.09 0.13 -0.01
H -5.5215 -1.2338 -0.6463 0.07 -0.02 0.04
```
Positions in Å, forces in eV/Å.

Summary:
E_LUMO = -2.23 eV
M = 316.47 g/mol
charge = +1
max |F| = 0.017 Eh/bohr
HOMO-LUMO gap = 0.3402 Ha
ΔE to the lowest compared entry with this formula, charge and spin = 21.76 kJ/mol
HOMO = -0.4221 hartree
structure (SMILES) = O=C(C[NH+]1CCN(Cc2ccccc2)CC1)N1CCCCCC1

Want to see where the charge sits? The natural (NBO) charges in e are:
1. O -0.65
2. N -0.44
3. N -0.39
4. N -0.40
5. C -0.25
6. C -0.31
7. C -0.22
8. C -0.40
9. C -0.25
10. C -0.22
11. C -0.19
12. C -0.21
13. C -0.24
14. C -0.41
15. C -0.25
16. C -0.22
17. C -0.20
18. C -0.41
19. C -0.22
20. C -0.40
21. C -0.23
22. C 0.67
23. C 0.04
24. H 0.23
25. H 0.25
26. H 0.21
27. H 0.22
28. H 0.18
29. H 0.23
30. H 0.23
31. H 0.18
32. H 0.21
33. H 0.24
34. H 0.25
35. H 0.24
36. H 0.23
37. H 0.25
38. H 0.23
39. H 0.23
40. H 0.20
41. H 0.18
42. H 0.23
43. H 0.48
44. H 0.22
45. H 0.23
46. H 0.22
47. H 0.20
48. H 0.21
49. H 0.22
50. H 0.22
51. H 0.19
52. H 0.23
53. H 0.21

---

# 4
C19H30N4O2S as an isolated structure in a non-equilibrium geometry, computed with wB97M-V/def2-TZVPD.

```
56
Properties=species:S:1:pos:R:3:forces:R:3
S 1.7207 -0.0948 -3.3300 3.95 -2.59 0.74
O -0.4124 -1.7461 -4.0161 1.76 2.61 0.69
O 1.2752 -2.7604 -2.9047 2.40 8.87 -4.83
N -2.0776 -3.0205 3.6302 -0.16 0.89 0.79
N -0.1277 -3.6037 -1.9777 -5.47 -3.82 4.34
N 1.0107 2.0033 -3.7407 -1.98 5.49 0.62
N 2.4169 2.2281 0.4920 0.58 -1.55 -0.18
C -2.7086 -1.8955 0.1280 -0.04 0.06 0.12
C -2.5204 -4.1887 -0.9615 0.49 0.50 -0.44
C 0.8675 3.9134 -1.9064 -0.39 -0.47 -0.32
C -1.1757 -3.8603 -1.5285 0.58 0.01 -0.38
C 0.9481 2.8398 -2.9382 0.29 -0.20 -0.27
C 5.1068 0.0909 1.9759 0.04 -0.01 0.06
C 0.6867 -1.6918 -3.4543 0.14 -9.23 0.33
C -0.4845 5.3989 -3.4757 -0.06 0.06 -0.01
C 3.9482 -0.7606 1.4671 0.21 0.04 0.30
C 2.8268 1.1506 0.3445 -0.28 0.56 -0.21
C -0.4174 4.7224 -2.1101 -0.25 0.21 -0.31
C -2.2795 -1.0512 5.3939 -0.24 -0.48 -0.46
C 4.5634 -1.2078 -3.6864 -2.11 -0.40 -0.03
C -2.1657 -2.1615 4.4011 0.30 -0.33 -0.10
C 3.3581 -0.2401 0.1542 -0.31 0.62 0.38
C -3.6499 0.3586 3.7756 -0.06 0.04 -0.03
C 3.4475 -0.7248 -3.4666 0.26 -0.70 -0.96
C -3.5775 -0.2738 5.1616 -0.22 0.21 -0.18
C -3.3509 -2.9117 -0.8097 -0.12 0.26 0.09
H 0.8740 3.4619 -0.9118 0.21 -0.13 -0.16
H -1.4011 5.9858 -3.5639 0.09 -0.01 0.00
H 2.5428 -0.8893 -0.1754 0.00 0.14 -0.09
H -2.3895 -4.6786 0.0067 0.09 0.05 -0.07
H -2.2687 -1.4726 6.4016 0.09 -0.08 -0.12
H 5.3406 -1.9630 -4.0001 -1.07 1.67 0.73
H 0.3654 6.0716 -3.6221 -0.06 -0.04 -0.02
H 1.7467 4.5569 -1.9904 0.02 -0.18 -0.09
H -3.0271 -4.8886 -1.6299 0.14 0.00 0.01
H -1.7420 -1.5532 -0.2502 -0.03 -0.10 -0.01
H 1.4702 0.7293 -4.4319 0.83 -1.47 0.22
H -2.5576 -2.3220 1.1242 0.02 0.05 -0.08
H -3.3480 -1.0144 0.2284 0.01 -0.04 0.01
H -3.6361 -0.3974 2.9868 0.07 0.02 0.06
H 4.7878 1.1113 2.2026 0.01 -0.04 -0.07
H -0.4832 5.4863 -1.3312 0.10 -0.16 0.05
H -0.4884 4.6679 -4.2878 0.05 0.03 0.05
H -1.2878 4.0697 -1.9949 0.12 0.00 0.10
H 4.1191 -0.2274 -0.6302 -0.11 0.11 0.00
H -3.4981 -2.4474 -1.7895 0.02 -0.15 0.02
H 4.2982 -1.7852 1.3181 -0.14 0.05 -0.11
H -2.8118 1.0421 3.6121 -0.06 -0.04 -0.02
H -4.3415 -3.1734 -0.4259 0.06 -0.08 -0.05
H -3.6616 0.5128 5.9165 0.07 -0.12 0.04
H -4.5770 0.9253 3.6651 0.08 0.00 0.01
H 3.1696 -0.7952 2.2350 -0.02 -0.06 -0.14
H 5.5139 -0.3332 2.8964 0.01 0.02 -0.08
H -4.4360 -0.9389 5.2935 0.12 0.00 0.08
H 5.9124 0.1380 1.2377 -0.04 0.02 0.06
H -1.4139 -0.3918 5.2932 -0.01 -0.12 -0.06
```
Positions in Å, forces in eV/Å.

Summary:
E_LUMO = 0.43 eV
M = 378.54 g/mol
charge = 0
max |F| = 0.202 Eh/bohr
HOMO-LUMO gap = 0.2661 Ha
ΔE to the lowest compared entry with this formula, charge and spin = 1163.01 kJ/mol
HOMO = -0.2503 hartree

Want to see where the charge sits? The natural (NBO) charges in e are:
1. S 0.41
2. O -0.63
3. O -0.61
4. N -0.34
5. N -0.31
6. N -0.52
7. N -0.40
8. C -0.62
9. C -0.50
10. C -0.52
11. C 0.27
12. C 0.47
13. C -0.61
14. C 0.64
15. C -0.61
16. C -0.38
17. C 0.33
18. C -0.38
19. C -0.50
20. C -0.21
21. C 0.29
22. C -0.52
23. C -0.61
24. C -0.21
25. C -0.38
26. C -0.38
27. H 0.29
28. H 0.22
29. H 0.27
30. H 0.24
31. H 0.25
32. H 0.27
33. H 0.20
34. H 0.26
35. H 0.24
36. H 0.21
37. H 0.30
38. H 0.22
39. H 0.20
40. H 0.22
41. H 0.21
42. H 0.22
43. H 0.21
44. H 0.21
45. H 0.25
46. H 0.21
47. H 0.22
48. H 0.20
49. H 0.20
50. H 0.21
51. H 0.22
52. H 0.21
53. H 0.22
54. H 0.21
55. H 0.20
56. H 0.24